Computed, not measured: a molecular structure, C54H41AlBN2O4, with ωB97M-V/def2-TZVPD.

Computed properties:
HOMO energy, hartree: -0.186
Orbital gap, eV: 7.721
ΔE to the lowest compared entry with this formula, charge and spin, kcal per mole: 10.6
Charge: -1
Electronic energy, eV: -75115.9546

XYZ file:
```
103
C54H41AlBN2O4 (ωB97M-V/def2-TZVPD)
Al 0.618 0.596 -0.118
O -0.647 0.162 1.043
C -1.098 0.322 2.338
C 0.074 0.721 3.302
C 1.075 -0.390 3.371
C 1.068 -1.387 4.342
C 1.970 -2.431 4.222
C 2.840 -2.461 3.141
C 2.797 -1.413 2.227
C 3.675 -1.338 1.015
C 2.846 -1.567 -0.285
O 1.837 -0.652 -0.409
C 3.734 -1.438 -1.537
C 3.157 -1.763 -2.765
C 3.852 -1.591 -3.948
C 5.149 -1.085 -3.928
C 5.729 -0.755 -2.716
C 5.025 -0.930 -1.528
C 2.297 -3.003 -0.243
C 0.935 -3.234 -0.362
C 0.427 -4.527 -0.308
C 1.280 -5.607 -0.147
C 2.650 -5.387 -0.064
C 3.152 -4.096 -0.116
N 1.941 -0.405 2.366
C -2.186 1.408 2.358
C -1.896 2.741 2.628
C -2.892 3.710 2.587
C -4.198 3.361 2.284
C -4.494 2.037 1.990
C -3.495 1.078 2.012
C -1.660 -0.994 2.889
C -1.351 -2.192 2.263
C -1.781 -3.403 2.792
C -2.529 -3.427 3.960
C -2.840 -2.231 4.596
C -2.408 -1.025 4.064
H -0.321 0.962 4.291
H 0.567 1.586 2.858
H 0.355 -1.356 5.156
H 1.983 -3.228 4.956
H 3.544 -3.273 3.007
H 4.487 -2.063 1.084
H 4.087 -0.331 0.948
H 2.137 -2.132 -2.781
H 3.380 -1.841 -4.890
H 5.695 -0.942 -4.852
H 6.732 -0.345 -2.690
H 5.498 -0.654 -0.595
H 0.291 -2.383 -0.527
H -0.642 -4.685 -0.400
H 0.887 -6.615 -0.094
H 3.329 -6.226 0.031
H 4.225 -3.941 -0.074
H -0.883 3.043 2.857
H -2.642 4.745 2.791
H -4.976 4.115 2.267
H -5.505 1.756 1.720
H -3.733 0.051 1.761
H -0.753 -2.157 1.366
H -1.521 -4.327 2.290
H -2.869 -4.368 4.374
H -3.424 -2.238 5.509
H -2.654 -0.096 4.568
C 3.721 3.479 0.888
C 3.386 4.587 0.123
C 2.143 4.625 -0.483
C 1.241 3.564 -0.342
C 1.611 2.362 0.296
C 2.860 2.391 0.931
C -0.168 3.705 -0.805
C -0.719 4.958 -1.219
C -2.021 5.029 -1.604
C -2.811 3.854 -1.620
C -4.151 3.827 -2.067
C -4.828 2.640 -2.139
C -4.199 1.445 -1.729
C -2.926 1.457 -1.236
C -2.190 2.663 -1.188
N -0.905 2.626 -0.762
H 4.659 3.454 1.432
H 4.079 5.413 0.006
H 1.896 5.482 -1.095
H 3.155 1.526 1.508
H -0.114 5.850 -1.221
H -2.462 5.971 -1.913
H -4.625 4.758 -2.357
H -5.846 2.614 -2.508
H -4.741 0.509 -1.796
H -2.440 0.557 -0.879
O -0.875 1.015 -3.071
B -0.321 0.232 -2.022
O -0.646 -1.126 -2.329
C -1.390 -1.130 -3.466
C -1.958 -2.191 -4.135
C -2.714 -1.895 -5.272
C -2.883 -0.585 -5.702
C -2.291 0.483 -5.024
C -1.537 0.180 -3.913
H -1.824 -3.207 -3.788
H -3.179 -2.702 -5.823
H -3.488 -0.386 -6.578
H -2.426 1.507 -5.346
```